one) Formula: C4H14NO3
Source: OMol25
Level of theory: ωB97M-V with the def2-TZVPD basis set

The value obtained for the LUMO energy is 4.0 eV. The value obtained for the molar mass is 124.2 g mol⁻¹. For the HOMO energy, the calculation gives -0.1450 Ha. As for the HOMO-LUMO gap: 7.978 eV.

Geometry as ORCA input:
```
! wB97M-V def2-TZVPD RIJCOSX def2/J DEFGRID3
* xyz -1 1
C -0.74 1.47 -0.02
O -1.06 0.25 -0.46
C 0.51 1.48 1.06
C 1.74 1.03 0.36
C 2.11 -0.52 0.77
N 0.93 -1.36 1.02
H -0.38 2.21 -0.81
H -1.59 2.03 0.42
H 0.56 2.50 1.45
H 0.11 0.70 1.69
H 1.79 1.05 -0.74
H 2.65 1.58 0.73
H 2.69 -0.42 1.72
H 2.52 -0.95 -0.16
H 0.29 -1.15 0.24
H 0.50 -1.20 1.92
H -2.45 -0.41 -0.01
H -2.17 -1.92 0.34
O -2.85 -1.25 0.42
H -0.91 -0.87 -3.06
H -0.14 -0.16 -1.95
O -0.01 -0.75 -2.74
*
```



two) Formula: C4H14NO3
Source: OMol25
Level of theory: ωB97M-V with the def2-TZVPD basis set

The value obtained for the LUMO energy is 3.9 eV. The value obtained for the molar mass is 124.2 g mol⁻¹. For the HOMO energy, the calculation gives -0.1603 Ha. As for the HOMO-LUMO gap: 8.224 eV.

Geometry as ORCA input:
```
! wB97M-V def2-TZVPD RIJCOSX def2/J DEFGRID3
* xyz -1 1
C -0.60 -0.43 0.58
O 0.08 -1.32 -0.20
C -1.49 0.50 -0.25
C -1.88 1.54 0.77
C -0.86 2.65 0.85
N -2.69 -0.27 -0.64
H 0.08 0.26 1.23
H -1.21 -1.02 1.25
H -0.98 0.76 -1.23
H -1.98 1.07 1.82
H -2.89 2.08 0.57
H -0.98 3.11 -0.11
H -1.17 3.31 1.66
H 0.13 2.33 1.01
H -3.24 -0.49 0.11
H -2.38 -1.17 -1.00
H 2.55 -0.11 0.60
H 1.15 -0.95 -0.17
O 2.22 -0.32 -0.18
H 4.80 -1.72 -0.88
H 3.32 -1.41 -0.86
O 4.02 -2.09 -1.03
*
```



Name the least stable of them. two).